An isolated molecule of C5H10O at a distorted geometry, computed with ωB97M-V with the def2-TZVPD basis set.

Computed properties:
Energy above the lowest of the compared OMol25 structures with the same formula, charge and spin   125.8 kJ/mol
Total charge   0
SMILES   CCC1(O)CC1
Orbital gap   10.82 eV
2S+1   1

The geometry in XYZ format:
```
16
C5H10O | OMol25 | ωB97M-V with the def2-TZVPD basis set
C 2.040 -0.039 0.349
C 0.857 -0.296 -0.555
C -0.449 0.257 -0.045
O -0.389 1.682 0.177
C -1.369 -0.428 0.916
C -1.788 -0.251 -0.534
H 2.969 -0.381 -0.137
H 1.885 -0.587 1.303
H 2.078 1.066 0.558
H 1.081 0.209 -1.472
H 0.775 -1.358 -0.872
H -0.262 1.972 -0.773
H -1.898 0.252 1.627
H -1.159 -1.385 1.418
H -2.595 0.430 -0.807
H -1.776 -1.144 -1.153
```